The following is a DFT calculation (the ωB97M-V functional and the def2-TZVPD basis) of a structure of composition C6H15FN.

The geometry in XYZ format:
```
23
Properties=species:S:1:pos:R:3
H 1.8728 -0.7057 -1.1901
F 1.7974 -1.2349 0.6964
H 3.6710 0.4218 0.5159
H 2.4452 1.7518 0.5866
C -0.9068 -1.2961 -0.7424
C 0.1626 0.7825 -0.2729
C -2.3197 0.5094 -0.3500
H -0.0147 -1.0678 1.7084
C 2.8176 0.9099 -0.0022
H -1.7794 -1.8308 -0.4773
C 1.8992 -0.2579 -0.1806
H -2.3206 0.8166 -1.4591
H 3.1204 1.2904 -0.9412
N -0.9582 -0.0831 0.0233
H -0.8469 0.4063 2.1604
H 0.4826 1.6406 0.4129
C -0.8949 -0.4627 1.4721
H -1.7649 -1.0551 1.8102
H -2.4627 1.4868 0.2849
H -0.9153 -0.9434 -1.8309
H -3.2252 -0.1126 -0.4424
H -0.0135 -1.9409 -0.4732
H 0.1538 0.9748 -1.3086
```

Summary:
- E_LUMO (eV) = -2.648
- ΔE to the lowest compared entry with this formula, charge and spin (kJ/mol) = 202.7
- frontier orbital gap (eV) = 11.2
- 2S+1 = 1
- net charge = +1
- max |F| (eV Å⁻¹) = 5.980

---

The following is a DFT calculation (the ωB97M-V functional and the def2-TZVPD basis) of a cluster of 3 separate species, C6H15FN3S in total.

The geometry in XYZ format:
```
26
Properties=species:S:1:pos:R:3
C -4.8475 -0.7570 0.7943
C 0.7577 2.0726 0.9293
C 1.8436 1.1944 0.7505
N -2.9544 0.6267 0.7921
H 1.8113 0.3487 -1.9541
C 0.9703 -1.6325 -1.8921
H -3.7874 -0.5152 2.3945
H 1.9425 -2.2476 -1.7623
H -5.3374 3.3227 -2.1940
F -5.2668 2.6895 -1.4791
H 0.6818 -1.7010 -3.0139
H -0.2536 1.5929 0.5684
H 2.0504 0.9383 1.8399
C 1.1140 -0.1980 -1.3439
H 0.2286 -2.2309 -1.2710
H -4.2483 0.4930 -0.7670
S -5.8961 -1.4716 -0.2519
H 0.7599 -0.6072 0.8549
C 1.4572 -0.1941 0.1046
H 0.1726 0.2688 -1.6080
N -4.5185 -1.1003 1.9898
N -3.9653 0.2987 0.2611
H -4.9906 -1.7089 2.5291
H 2.2909 -0.9077 0.2442
H 0.9402 3.0273 1.3049
H 2.9213 1.6274 0.5437
```

Summary:
- E_LUMO (eV) = -7.133
- ΔE to the lowest compared entry with this formula, charge and spin (kJ/mol) = 390.5
- frontier orbital gap (eV) = 3.9
- 2S+1 = 1
- net charge = +1
- max |F| (eV Å⁻¹) = 3.813

---

The following is a DFT calculation (the ωB97M-V functional and the def2-TZVPD basis) of a cluster of 2 separate species, C6H15IN in total.

The geometry in XYZ format:
```
23
Properties=species:S:1:pos:R:3
H -0.0033 -1.4120 -0.3632
C 1.3039 1.8210 1.8134
H -0.2504 1.3560 -1.2528
H 0.0321 -2.3252 -2.5587
H 1.4669 -1.3280 -2.2453
H -0.8122 -0.9492 1.8821
H -2.0951 -1.7538 -1.4516
C 0.3823 -1.3126 -2.3615
H 0.0942 -0.3498 3.2532
H 1.2903 2.7074 1.1840
H -1.9913 -0.1099 -2.1032
H 0.9770 -0.9480 1.8620
H 0.1321 -0.6762 -3.2095
N -0.2481 -0.7729 -1.1332
C 0.2771 0.5392 -0.7892
C 0.0975 0.9868 1.6207
H -2.1693 -0.3517 -0.3628
C 0.0846 -0.3988 2.1596
C -1.7145 -0.7511 -1.2669
H 1.3518 0.5955 -0.8535
H 2.2115 1.2538 1.6228
I -1.7555 2.0149 1.7021
H 1.3384 2.1646 2.8515
```

Summary:
- E_LUMO (alpha / beta) (eV) = -2.946 / -5.682
- frontier orbital gap (alpha / beta) (eV) = 7.5 / 7.2
- 2S+1 = 3
- net charge = +1
- max |F| (eV Å⁻¹) = 2.581